Computed, not measured: a molecular structure, C4H5O4Pm in a non-equilibrium geometry, with wB97M-V/def2-TZVPD.

Last column: Mulliken spin population.
CARTESIAN COORDINATES (ANGSTROEM)
1 C 2.56 0.87 1.98  0.000
2 O 3.67 1.36 2.52  0.000
3 H 2.17 -0.08 2.35  0.000
4 H 4.11 0.71 3.09  0.000
5 C 1.91 1.59 0.98  0.000
6 C 1.04 0.82 0.20  0.001
7 H 2.47 2.39 0.48  0.000
8 H -0.02 2.02 2.23  0.000
9 H 1.25 -0.10 -0.34  0.000
10 O -0.28 1.23 0.05  0.000
11 C -1.19 1.10 1.00  -0.002
12 O -1.03 1.71 2.12  0.000
13 O -2.05 0.23 0.82  0.004
14 Pm -4.28 -0.94 1.61  4.998

The multiplicity is 6. Its net charge is +3. As for the total energy: -1063.48945 hartree. The maximum force comes out at 0.0785 Eh/bohr. The LUMO energy (spin up / spin down) comes out at -13.4634 / -13.4597 eV. For the gap between HOMO and LUMO (spin up / spin down), the calculation gives 7.334 / 7.627 eV.

Computed, not measured: a molecular structure, C4H5O6Y in a non-equilibrium geometry, with wB97M-V/def2-TZVPD.

Last column: Mulliken spin population.
CARTESIAN COORDINATES (ANGSTROEM)
1 O -0.51 -0.41 0.85  -0.053
2 C -1.47 -1.05 0.34  0.002
3 O -2.54 -1.24 0.97  -0.040
4 O -1.40 -1.52 -0.90  -0.008
5 Y -1.84 0.09 3.02  1.104
6 C -0.16 -1.27 -1.64  -0.007
7 C -0.52 -1.79 -3.00  0.001
8 H -0.02 -0.18 -1.68  0.001
9 H 0.67 -1.82 -1.19  0.000
10 H -1.46 -1.40 -3.41  0.000
11 O -0.49 -3.22 -3.02  0.000
12 C -0.48 -3.79 -4.21  0.000
13 O -0.49 -3.22 -5.27  0.000
14 O -0.41 -5.11 -4.05  0.000
15 H -0.39 -5.54 -4.91  0.000
16 H 0.39 -1.40 -3.55  0.000

The multiplicity is 2. Its net charge is +1. As for the total energy: -644.92525 hartree. The maximum force comes out at 0.0821 Eh/bohr. The LUMO energy (spin up / spin down) comes out at -5.7267 / -6.0687 eV. The relative energy (zero: lowest compared OMol25 entry of this formula, charge and spin) is 0.000 eV. For the gap between HOMO and LUMO (spin up / spin down), the calculation gives 6.570 / 6.813 eV.

Computed, not measured: a molecular structure, C4H5OPS in a non-equilibrium geometry, with wB97M-V/def2-TZVPD.

Last column: natural (NBO) charge in e.
CARTESIAN COORDINATES (ANGSTROEM)
1 C -0.84 0.66 -1.28  -0.337
2 C 0.18 -0.40 -1.39  -0.368
3 C -1.43 1.19 -0.13  -0.327
4 C 0.48 -1.21 -0.41  0.586
5 O 0.62 -1.43 0.76  -0.608
6 P 1.04 -0.57 2.16  0.709
7 S -1.08 1.20 1.46  -0.161
8 H -1.53 0.73 -2.12  0.214
9 H 0.65 -0.66 -2.39  0.261
10 H -2.09 2.04 -0.36  0.208
11 H 2.11 0.04 1.50  -0.055
12 H 1.89 -1.59 2.21  -0.122

As for the total energy: -969.98900 hartree. The maximum force comes out at 0.0582 Eh/bohr. The LUMO energy (spin up / spin down) comes out at -1.2479 / -1.3032 eV. The relative energy (zero: lowest compared OMol25 entry of this formula, charge and spin) is 5.622 eV. For the gap between HOMO and LUMO (spin up / spin down), the calculation gives 6.335 / 6.270 eV.

Computed, not measured: C4H5P in the gas phase in a non-equilibrium geometry, with wB97M-V/def2-TZVPD.

Last column: natural (NBO) charge in e.
CARTESIAN COORDINATES (ANGSTROEM)
1 C -0.28 1.22 1.07  -0.353
2 C -0.16 -0.20 1.11  -0.243
3 C -0.20 -0.86 -0.13  -0.342
4 P 0.38 -2.25 -0.85  0.562
5 C 0.20 -0.53 -1.48  -0.653
6 H 0.17 1.91 1.92  0.215
7 H -0.54 1.65 0.10  0.199
8 H 0.05 -0.73 2.02  0.220
9 H -0.55 -0.36 -2.29  0.205
10 H 0.93 0.15 -1.47  0.190

As for the total energy: -496.63319 hartree. The maximum force comes out at 0.1033 Eh/bohr. The LUMO energy (spin up / spin down) comes out at -0.5646 / -0.5648 eV. The relative energy (zero: lowest compared OMol25 entry of this formula, charge and spin) is 1.836 eV. For the gap between HOMO and LUMO (spin up / spin down), the calculation gives 7.483 / 7.483 eV.

Computed, not measured: 2 unconnected molecules or ions with the total composition C4H5P in a non-equilibrium geometry, with wB97M-V/def2-TZVPD.

Last column: natural (NBO) charge in e.
CARTESIAN COORDINATES (ANGSTROEM)
1 C 0.60 -0.08 0.03  -0.453
2 C -1.62 -1.18 -0.16  -0.462
3 C -0.60 -0.59 0.32  0.078
4 C 1.37 1.17 -0.34  -0.641
5 P 2.23 -0.40 0.12  0.604
6 H -2.65 -1.30 0.14  0.240
7 H -1.22 -1.66 -1.07  0.221
8 H -1.00 0.55 1.96  -0.019
9 H 1.68 1.50 -1.29  0.218
10 H 1.22 1.99 0.30  0.213

As for the total energy: -496.50970 hartree. The maximum force comes out at 0.0748 Eh/bohr. The LUMO energy (spin up / spin down) comes out at -1.0417 / -0.7080 eV. The relative energy (zero: lowest compared OMol25 entry of this formula, charge and spin) is 5.197 eV. For the gap between HOMO and LUMO (spin up / spin down), the calculation gives 7.724 / 7.340 eV.

Computed, not measured: C4H6 in the gas phase, with wB97M-V/def2-TZVPD.

Last column: natural (NBO) charge in e.
CARTESIAN COORDINATES (ANGSTROEM)
1 C 1.17 1.71 -0.03  -0.680
2 C 0.34 0.50 -0.01  -0.009
3 C -0.34 -0.50 0.01  -0.028
4 C -1.17 -1.71 0.03  -0.675
5 H 0.56 2.60 0.13  0.232
6 H 1.67 1.82 -0.99  0.232
7 H 1.93 1.67 0.75  0.232
8 H -0.61 -2.55 0.45  0.232
9 H -1.49 -1.99 -0.98  0.232
10 H -2.06 -1.56 0.64  0.232

As for the total energy: -155.95014 hartree. The maximum force comes out at 0.0104 Eh/bohr. The LUMO energy comes out at 1.0891 eV. The relative energy (zero: lowest compared OMol25 entry of this formula, charge and spin) is 0.341 eV. For the gap between HOMO and LUMO, the calculation gives 10.486 eV.

Computed, not measured: 4 unconnected molecules or ions with the total composition C4H6 in a non-equilibrium geometry, with wB97M-V/def2-TZVPD.

Last column: natural (NBO) charge in e.
CARTESIAN COORDINATES (ANGSTROEM)
1 C 0.51 -1.62 -0.08  -0.295
2 C 0.66 -1.27 1.09  -0.283
3 H 0.24 0.18 1.33  0.028
4 H 0.51 -2.26 -0.94  0.254
5 H -0.13 -0.11 -0.70  0.236
6 H 0.97 -1.51 2.08  0.250
7 C -0.47 0.98 -0.65  -0.328
8 C -0.91 1.95 -1.24  -0.206
9 H -1.30 2.83 -1.68  0.233
10 H -0.09 0.84 0.80  0.112

As for the total energy: -155.73223 hartree. The maximum force comes out at 0.0266 Eh/bohr. The LUMO energy comes out at 0.9259 eV. The relative energy (zero: lowest compared OMol25 entry of this formula, charge and spin) is 6.271 eV. For the gap between HOMO and LUMO, the calculation gives 9.659 eV.

Computed, not measured: a molecular structure, C4H6AgO7 in a non-equilibrium geometry, with wB97M-V/def2-TZVPD.

Last column: Mulliken spin population.
CARTESIAN COORDINATES (ANGSTROEM)
1 O -0.65 -2.93 -2.64  0.001
2 C 0.08 -2.09 -2.03  0.000
3 O 0.88 -2.52 -1.13  0.000
4 O -0.02 -0.83 -2.34  0.004
5 O 0.21 1.51 0.50  0.404
6 C -0.33 0.49 -0.28  -0.011
7 C 0.59 0.15 -1.47  0.029
8 Ag 0.19 -4.41 -1.52  0.000
9 H -1.32 0.80 -0.67  0.007
10 H -0.49 -0.42 0.32  0.003
11 H 1.55 -0.22 -1.12  -0.001
12 H 0.75 1.02 -2.12  0.000
13 C -0.30 1.56 2.11  -0.097
14 O -1.56 1.56 2.20  0.636
15 O 0.36 0.50 2.75  0.031
16 H -0.14 -0.32 2.55  -0.003
17 O 0.36 2.69 2.59  0.000
18 H -0.16 3.44 2.29  -0.003

The multiplicity is 2. As for the total energy: -829.52805 hartree. The maximum force comes out at 0.0981 Eh/bohr. The LUMO energy (spin up / spin down) comes out at -0.9462 / -3.6939 eV. The relative energy (zero: lowest compared OMol25 entry of this formula, charge and spin) is 0.349 eV. For the gap between HOMO and LUMO (spin up / spin down), the calculation gives 8.085 / 5.336 eV.

Computed, not measured: a molecular structure, C4H6BeLiO in a non-equilibrium geometry, with wB97M-V/def2-TZVPD.

Last column: Mulliken spin population.
CARTESIAN COORDINATES (ANGSTROEM)
1 C 0.37 -0.66 0.82  -0.105
2 C 0.63 -1.59 -0.26  0.859
3 H 1.19 0.05 0.95  0.090
4 H 0.06 -1.13 1.77  0.001
5 H 1.05 -1.23 -1.20  0.008
6 H 0.75 -2.66 -0.04  0.020
7 Li -1.58 -1.57 -0.92  0.022
8 O 0.51 2.25 -0.64  0.005
9 C -0.62 1.67 -0.31  0.015
10 C -0.78 0.56 0.45  0.089
11 Be 1.73 1.88 -0.74  -0.001
12 H -1.78 0.22 0.71  -0.004
13 H -1.53 2.22 -0.59  0.002

The multiplicity is 2. Its net charge is +2. As for the total energy: -252.75560 hartree. The maximum force comes out at 0.0938 Eh/bohr. The LUMO energy (spin up / spin down) comes out at -11.8077 / -11.8382 eV. The relative energy (zero: lowest compared OMol25 entry of this formula, charge and spin) is 0.000 eV. For the gap between HOMO and LUMO (spin up / spin down), the calculation gives 5.703 / 6.413 eV.

Computed, not measured: 3 unconnected molecules or ions with the total composition C4H6Br2Cl6 in a non-equilibrium geometry, with wB97M-V/def2-TZVPD.

Last column: Mulliken spin population.
CARTESIAN COORDINATES (ANGSTROEM)
1 Br 3.72 -1.41 2.25  0.022
2 C 2.97 -0.33 0.70  0.026
3 C 1.66 -1.05 0.18  0.168
4 Br 0.17 -0.98 1.51  0.149
5 H 3.73 -0.30 -0.09  -0.006
6 H 2.72 0.67 1.08  -0.012
7 H 1.82 -2.10 -0.06  -0.029
8 H 1.30 -0.61 -0.75  -0.051
9 C -3.75 -0.88 1.03  -0.154
10 Cl -3.94 -1.10 -0.75  0.286
11 Cl -4.76 -1.98 1.98  0.156
12 Cl -4.05 0.83 1.55  0.201
13 H -2.69 -1.06 1.21  0.078
14 C 0.16 2.15 -2.02  0.113
15 Cl -0.93 1.37 -0.89  0.125
16 Cl 0.66 1.14 -3.36  -0.010
17 Cl 1.60 2.66 -1.14  0.035
18 H -0.38 2.99 -2.43  -0.096

The multiplicity is 2. Its net charge is -1. As for the total energy: -8065.15602 hartree. The maximum force comes out at 0.0419 Eh/bohr. The LUMO energy (spin up / spin down) comes out at 2.5570 / 2.4936 eV. For the gap between HOMO and LUMO (spin up / spin down), the calculation gives 2.166 / 9.610 eV.

Computed, not measured: a gas-phase ion, C4H6Br2N (charge +1) in a non-equilibrium geometry, with wB97M-V/def2-TZVPD.

Last column: natural (NBO) charge in e.
CARTESIAN COORDINATES (ANGSTROEM)
1 Br -2.07 -1.99 2.58  0.207
2 C -1.08 -1.34 1.15  -0.160
3 C -0.04 -2.00 0.62  -0.132
4 Br 0.93 -3.52 1.20  0.199
5 C 0.58 -1.08 -0.45  -0.289
6 N 0.38 0.22 0.19  -0.466
7 C -1.06 0.08 0.65  -0.259
8 H 1.64 -1.37 -0.47  0.263
9 H -0.08 -1.18 -1.35  0.253
10 H 0.48 1.05 -0.42  0.453
11 H 0.89 0.27 0.99  0.430
12 H -1.69 0.00 -0.13  0.238
13 H -1.25 0.92 1.38  0.264

Its net charge is +1. As for the total energy: -5358.48462 hartree. The maximum force comes out at 0.0935 Eh/bohr. The LUMO energy comes out at -3.7834 eV. The relative energy (zero: lowest compared OMol25 entry of this formula, charge and spin) is 0.261 eV. For the gap between HOMO and LUMO, the calculation gives 9.527 eV.

Computed, not measured: a molecular structure, C4H6Br2O4S in a non-equilibrium geometry, with wB97M-V/def2-TZVPD.

Last column: natural (NBO) charge in e.
CARTESIAN COORDINATES (ANGSTROEM)
1 C -0.90 -0.64 -0.28  1.028
2 C -2.85 -1.99 -0.17  -0.282
3 C 0.69 2.29 0.19  -0.725
4 C 2.61 -0.01 -0.78  -0.752
5 O -1.29 0.15 -1.05  -0.581
6 O 1.97 0.73 1.84  -0.901
7 O 0.29 -0.39 0.50  -0.763
8 O -1.46 -1.71 0.25  -0.486
9 S 1.54 0.62 0.47  1.957
10 Br 3.97 1.36 -0.52  0.016
11 Br 3.11 -1.68 -0.11  0.088
12 H -3.03 -1.34 -1.06  0.224
13 H -3.46 -1.83 0.82  0.221
14 H -2.91 -3.05 -0.60  0.213
15 H 0.36 2.22 -0.94  0.269
16 H -0.03 2.28 0.87  0.223
17 H 1.39 2.98 0.57  0.251

As for the total energy: -6003.02799 hartree. The maximum force comes out at 0.1344 Eh/bohr. The LUMO energy comes out at 0.4231 eV. For the gap between HOMO and LUMO, the calculation gives 8.658 eV.